1.
12
Properties=species:S:1:pos:R:3:lowdin_charge:R:1 method="wB97M-V/def2-TZVPD" lumo_energy_ev="-12.789 / -12.902" charge=+3 e_above_lowest_kcal_mol=0.00 gap_ev="5.45 / 8.48" multiplicity=2
C -0.95305 -0.36580 -0.12294 -0.144
O -1.82654 0.20084 0.52398 -0.099
Li -3.40947 -0.54312 1.29984 0.916
Y 2.18954 1.91691 0.38814 1.996
C 1.46668 -1.53018 0.32987 0.158
C 1.49340 -0.29263 -0.12780 -0.255
C 0.20532 0.36039 -0.72992 -0.478
O 0.19260 1.72453 -0.43195 -0.437
Li -1.35682 2.27927 0.35522 0.829
H -0.32689 -1.54489 0.29314 0.215
H 0.19414 0.14300 -1.81446 0.189
H 2.13109 -2.34832 0.03689 0.110

=====

2.
81
Properties=species:S:1:pos:R:3:lowdin_charge:R:1 method="wB97M-V/def2-TZVPD" lumo_energy_ev=-0.257 charge=0 gap_ev=8.84
C -6.69503 -2.32386 1.64286 -0.142
C -7.78941 -1.30992 1.63664 -0.825
I -7.14509 0.69755 2.00336 0.791
C -9.05287 -1.57981 1.45574 -0.763
I -10.61868 -0.15007 1.46520 0.864
B -9.52552 -3.05646 1.22261 -1.040
F -9.78496 -3.88318 2.18517 0.188
S -9.70433 -3.66415 -0.48553 0.812
H -5.79194 -1.92730 1.18857 0.062
H -6.94768 -3.24052 1.10732 0.077
H -6.47714 -2.57322 2.68076 0.094
H -9.05889 -2.69829 -1.16305 -0.121
C -0.77364 2.66567 1.12183 -0.114
O -0.59060 1.28298 1.32634 -0.200
C -1.50757 0.75999 2.27415 -0.202
C -1.56179 -0.74957 2.18307 -0.179
O -2.39726 -1.22236 1.13308 -0.137
C -1.86470 -1.12601 -0.18219 -0.179
C -0.81255 -2.17077 -0.48583 -0.201
O 0.44707 -1.76686 0.02908 -0.200
C 1.36674 -2.83517 0.07265 -0.110
H -0.64821 3.21754 2.06098 0.081
H -0.02202 3.00280 0.40950 0.086
H -1.76557 2.86496 0.69996 0.090
H -2.50861 1.17260 2.09976 0.128
H -1.16617 1.05152 3.27721 0.129
H -2.02179 -1.12176 3.10130 0.127
H -0.56204 -1.18259 2.11944 0.123
H -1.49674 -0.11913 -0.38743 0.124
H -2.71362 -1.30533 -0.84626 0.127
H -0.71614 -2.28454 -1.57452 0.115
H -1.10904 -3.13048 -0.04521 0.131
H 1.00985 -3.61506 0.75538 0.089
H 2.31359 -2.45197 0.44865 0.089
H 1.52440 -3.25812 -0.92633 0.079
C 4.68524 8.24700 6.00751 -0.114
O 4.01493 7.12745 5.47428 -0.200
C 2.91690 6.73127 6.27961 -0.207
C 1.99594 5.81129 5.50736 -0.182
O 1.09819 6.50156 4.64681 -0.130
C 1.65004 7.01102 3.43913 -0.180
C 1.89859 5.94486 2.39409 -0.205
O 3.12414 5.27791 2.64520 -0.198
C 3.22764 4.07803 1.91143 -0.107
H 5.06159 8.03656 7.01520 0.087
H 5.52731 8.47398 5.35622 0.087
H 4.02084 9.11857 6.03501 0.088
H 2.35617 7.61225 6.61457 0.129
H 3.31075 6.19849 7.15650 0.127
H 1.35783 5.29711 6.22970 0.126
H 2.55791 5.04884 4.96503 0.123
H 2.55059 7.59726 3.63050 0.123
H 0.89248 7.69283 3.04599 0.127
H 1.96166 6.41437 1.40224 0.128
H 1.06993 5.22564 2.40191 0.117
H 2.44537 3.37342 2.21818 0.085
H 4.19778 3.63420 2.12684 0.088
H 3.15400 4.27177 0.83506 0.088
C 1.42486 -1.91001 -4.17108 -0.108
O 1.74706 -2.87393 -5.14783 -0.198
C 3.07452 -2.72510 -5.62439 -0.205
C 3.52106 -3.97589 -6.35006 -0.181
O 3.96370 -5.00805 -5.47730 -0.130
C 2.94950 -5.73152 -4.79193 -0.182
C 2.22171 -6.72819 -5.66838 -0.207
O 1.21365 -6.07967 -6.42656 -0.201
C 0.74558 -6.88867 -7.48199 -0.114
H 1.53057 -0.89612 -4.57334 0.091
H 0.38940 -2.06466 -3.87209 0.079
H 2.06401 -2.03359 -3.28868 0.084
H 3.75619 -2.52457 -4.78898 0.129
H 3.09483 -1.87427 -6.31972 0.128
H 4.39600 -3.71740 -6.95074 0.127
H 2.74980 -4.33705 -7.03257 0.123
H 2.25070 -5.05784 -4.29230 0.121
H 3.47574 -6.29240 -4.01615 0.126
H 1.73940 -7.48584 -5.03503 0.127
H 2.93920 -7.21924 -6.33717 0.130
H 1.55134 -7.09798 -8.19535 0.088
H -0.04095 -6.34204 -7.99902 0.087
H 0.33428 -7.83073 -7.10195 0.087

=====

3.
68
Properties=species:S:1:pos:R:3:lowdin_charge:R:1 method="wB97M-V/def2-TZVPD" lumo_energy_ev="-11.761 / -11.762" charge=+3 e_above_lowest_kcal_mol=73.04 gap_ev="6.17 / 6.17"
W -0.76145 -1.09806 -0.49501 0.944
N -1.33845 -1.06361 -4.58351 0.203
C -1.71586 -1.78029 -3.49613 -0.336
N -2.06558 -3.07325 -3.49202 0.153
N -2.24153 -3.43650 -2.26040 0.074
N -2.05821 -2.43729 -1.45810 -0.260
N -1.72990 -1.31295 -2.21605 -0.121
C -0.52808 0.05737 -4.53037 -0.390
N -0.20577 0.75472 -5.62717 0.122
N 0.59198 1.69431 -5.24253 0.113
N 0.74998 1.57843 -3.96021 -0.221
N 0.05591 0.55057 -3.43529 0.128
H -1.56981 -1.42308 -5.50379 0.187
C 1.64461 2.40797 -3.18525 0.019
As 1.70908 -1.20290 -1.04518 0.813
C 3.50890 -1.52605 -0.25353 -0.217
C 2.24992 -1.77290 -2.86982 -0.270
S 0.61461 -3.02935 -0.42705 0.365
H 2.63168 1.94150 -3.11892 0.095
H 1.23592 2.55147 -2.18746 0.084
H 1.75417 3.35963 -3.70003 0.110
H 4.22193 -0.92824 -0.82213 0.058
H 3.71899 -2.58495 -0.39110 0.055
H 3.55950 -1.25308 0.79823 0.023
H 2.76712 -0.97297 -3.40270 0.046
H 1.37130 -2.07437 -3.43791 0.019
H 2.92485 -2.62430 -2.78457 0.056
C 1.64996 -3.70078 3.11395 -0.026
C 0.53273 -2.69920 3.28419 -0.415
C 0.14922 -2.45831 4.72546 -0.024
O 1.04752 -1.39592 2.73642 -0.304
P 0.31442 -0.45655 1.73390 0.352
S -1.63951 -0.02536 2.56046 0.365
S -2.41499 -1.41191 1.20332 0.336
O 1.19873 0.82033 1.62092 -0.314
C 1.91956 1.56957 2.72248 -0.356
C 3.31033 1.00353 2.87678 -0.027
C 1.11144 1.55019 4.00031 -0.035
H 1.34370 -4.65096 3.55001 0.111
H 2.54037 -3.35712 3.63975 0.104
H 1.88932 -3.86553 2.06373 0.048
H -0.33918 -2.98031 2.68437 0.105
H 1.02631 -2.13722 5.28823 0.104
H -0.22385 -3.37831 5.17275 0.110
H -0.62389 -1.69580 4.81329 0.065
H 1.96136 2.57559 2.30890 0.150
H 3.27490 -0.04063 3.18757 0.084
H 3.81893 1.56925 3.65761 0.112
H 3.88675 1.09640 1.95692 0.089
H 1.19080 0.58661 4.50344 0.087
H 0.06036 1.78135 3.80939 0.060
H 1.49754 2.30715 4.68162 0.115
C -2.91933 3.23538 1.69244 -0.110
C -2.38101 3.07763 0.27937 -0.326
S -2.58028 1.37096 -0.34715 1.028
O -1.06639 0.80287 -0.42355 -0.782
C -2.97597 1.75366 -2.08167 -0.359
C -4.49877 1.81443 -2.17304 -0.093
H -2.82932 4.27761 1.99690 0.106
H -2.36845 2.63280 2.40585 0.025
H -3.97508 2.96992 1.74441 0.096
H -1.31316 3.28971 0.20260 0.112
H -2.93338 3.72104 -0.40632 0.106
H -2.57539 0.94728 -2.68632 0.052
H -2.49970 2.69425 -2.35610 0.110
H -4.95074 0.85408 -1.92548 0.091
H -4.79586 2.08140 -3.18601 0.107
H -4.91582 2.56911 -1.50371 0.090